Record 1
DFT (ωB97M-V with the def2-TZVPD basis set) results for C54H114F27N11O32S9 as an isolated structure.

Its LUMO energy is -4.008 eV. The frontier orbital gap comes out at 1.5 eV. As for the multiplicity: 1. As for the net charge: 0.

Atoms and positions in Å:
C1 4.915231 20.515490 0.259201
C2 5.256037 19.395665 1.274037
C3 6.436415 20.066651 2.167970
C4 6.764560 19.305822 3.533213
C5 5.421562 19.289093 4.330342
C6 4.294193 18.511900 3.573385
N1 4.156043 19.126461 2.214629
O1 2.865929 18.995895 1.530710
C7 2.983680 18.719994 4.396943
C8 4.580121 16.987830 3.570474
C9 5.920181 18.202906 0.623742
H1 4.175163 20.487134 -0.540553
H2 5.831856 20.801521 -0.256628
H3 4.621121 21.416689 0.797188
H4 6.217281 21.121376 2.334250
H5 7.419320 20.169946 1.708273
H6 7.456260 20.008230 3.998261
H7 7.237303 18.327378 3.448042
H8 5.071915 20.319891 4.387727
H9 5.474816 18.855545 5.328989
H10 2.273454 17.929426 4.154728
H11 2.299568 19.559452 4.272847
H12 3.193255 18.580820 5.457514
H13 5.497006 16.764375 3.025054
H14 3.782378 16.380544 3.142785
H15 4.834512 16.622526 4.565436
H16 6.131189 17.299193 1.195484
H17 6.919183 18.412780 0.241599
H18 5.246084 17.880188 -0.169691
C10 5.522081 19.079829 -3.786659
O2 4.442327 18.978253 -2.782579
C11 3.124495 18.913091 -3.272831
C12 2.113775 19.149400 -2.169469
N2 2.130438 17.917804 -1.280418
H19 3.088037 17.991838 -0.967953
H20 1.745179 18.069404 -0.359170
C13 1.421084 16.603468 -1.834792
C14 1.441008 15.402994 -0.840996
O3 2.694633 14.725440 -0.815253
C15 3.617682 15.288515 0.111343
H21 6.514964 19.134652 -3.340257
H22 5.413145 20.033942 -4.302297
H23 5.414703 18.414115 -4.643039
H24 2.893150 18.066702 -3.919519
H25 3.027751 19.861657 -3.800993
H26 1.081065 19.355001 -2.451162
H27 2.455882 20.043387 -1.648065
H28 1.831307 16.442010 -2.831661
H29 0.398599 16.855826 -2.115749
H30 0.562058 14.766092 -0.940528
H31 1.230059 15.789594 0.156076
H32 3.142096 15.230678 1.090412
H33 3.810215 16.360787 0.075980
H34 4.505097 14.658288 0.052854
C16 4.937311 21.417016 7.672176
O4 4.240709 21.899250 8.820396
C17 4.965762 22.655787 9.820360
C18 4.138917 22.597253 11.099257
N3 3.339060 21.341637 11.287810
H35 3.064210 21.113970 10.342966
H36 3.844250 20.523472 11.596828
C19 2.034822 21.305482 12.015678
C20 1.379359 19.938641 11.854973
O5 1.510180 19.329204 10.601562
C21 0.408114 19.352905 9.585990
H37 5.448202 20.493475 7.944489
H38 5.642232 22.077955 7.167852
H39 4.255371 21.085144 6.889283
H40 5.144863 23.687682 9.518330
H41 5.909230 22.180936 10.089601
H42 3.431574 23.426278 11.077487
H43 4.676879 22.710259 12.040496
H44 1.438778 21.988948 11.410928
H45 2.097246 21.674350 13.039465
H46 0.312820 20.105635 12.005665
H47 1.771112 19.286037 12.635204
H48 0.622762 18.985398 8.582513
H49 0.075883 20.370888 9.382443
H50 -0.518461 18.926774 9.970644
C22 0.521893 22.535513 -0.419529
O6 0.405837 23.076476 0.927199
C23 1.738185 23.166309 1.528506
C24 1.767726 22.351639 2.801214
N4 1.080647 21.115321 2.513010
H51 0.799078 21.305191 1.561819
H52 1.700434 20.322953 2.603008
C25 -0.260382 20.907120 3.276759
C26 -1.432533 20.587344 2.347943
O7 -1.115485 19.352747 1.610657
C27 -2.053354 19.028777 0.562978
H53 1.406113 21.921536 -0.590728
H54 0.276815 23.183993 -1.260660
H55 -0.386080 21.932811 -0.440334
H56 2.061958 24.180531 1.762227
H57 2.538041 22.841062 0.863257
H58 1.425220 22.928964 3.659989
H59 2.760180 21.970708 3.042108
H60 -0.578381 21.773607 3.856575
H61 -0.192053 20.197259 4.101084
H62 -1.728956 21.425060 1.716712
H63 -2.263250 20.351441 3.013056
H64 -2.317304 17.971773 0.597264
H65 -1.717110 19.327289 -0.429956
H66 -3.052063 19.464923 0.584247
C28 10.284496 18.037108 13.823956
O8 10.525674 18.297031 12.420899
C29 11.206442 19.464337 12.238371
C30 11.968647 19.476834 10.862095
N5 11.115612 18.948023 9.691318
H67 11.692361 18.979914 8.862797
H68 10.959733 17.967629 9.877401
C31 9.771466 19.753632 9.450396
C32 8.911717 19.322578 8.321038
O9 9.667353 19.491497 7.110057
C33 9.204488 20.563196 6.285146
H69 10.362474 18.934456 14.437800
H70 11.024373 17.324891 14.189227
H71 9.265117 17.652815 13.859727
H72 11.845813 19.856889 13.029071
H73 10.428114 20.227386 12.231555
H74 12.892145 18.937922 11.073790
H75 12.347518 20.451104 10.553311
H76 10.046134 20.762221 9.141532
H77 9.140837 19.825167 10.336574
H78 7.888660 19.696653 8.360139
H79 8.675567 18.268431 8.466252
H80 8.118175 20.639958 6.331362
H81 9.627358 20.449153 5.287005
H82 9.653431 21.472013 6.685888
C34 10.973470 18.138373 1.922480
O10 11.394688 17.579610 3.157125
C35 10.446315 17.759960 4.266220
C36 10.561890 16.658038 5.225408
N6 12.069617 16.457393 5.489812
H83 12.642940 16.321018 4.669561
H84 12.354213 17.337736 5.894901
C37 12.528197 15.303088 6.404750
C38 13.545222 14.429792 5.671780
O11 13.106146 13.997153 4.396293
C39 14.011066 13.207401 3.662253
H85 10.095560 18.781520 1.983528
H86 10.924059 17.462149 1.069027
H87 11.618022 18.977831 1.661750
H88 9.449354 17.691492 3.830921
H89 10.592147 18.720370 4.760639
H90 10.280681 15.641546 4.950122
H91 10.162827 16.955555 6.195110
H92 11.733893 14.790389 6.947271
H93 13.183492 15.829385 7.098795
H94 13.792851 13.674741 6.417894
H95 14.466164 14.958553 5.426081
H96 13.408238 13.111956 2.759158
H97 14.363075 12.248019 4.041443
H98 14.962757 13.706870 3.480792
C40 0.006642 16.784056 12.944607
O12 0.892956 16.386390 11.914057
C41 2.040555 15.645134 12.352549
C42 3.111815 15.609726 11.282990
N7 3.130245 16.947065 10.575934
H99 2.265438 17.468360 10.597361
H100 3.732578 17.489405 11.178570
C43 3.955649 16.974335 9.304325
C44 3.109474 16.726376 8.035333
O13 2.296130 15.604746 7.946091
C45 2.007391 15.173361 6.648378
H101 -0.193088 15.979666 13.652540
H102 -0.934655 17.063604 12.471405
H103 0.390841 17.537469 13.632253
H104 1.856991 14.628485 12.700143
H105 2.288438 16.213885 13.248748
H106 2.943761 14.851889 10.517774
H107 4.151811 15.535678 11.600826
H108 4.742987 16.233765 9.444904
H109 4.415143 17.958540 9.395531
H110 3.811085 16.887771 7.216925
H111 2.513875 17.639101 8.018214
H112 2.802269 14.928118 5.944019
H113 1.373904 15.891560 6.127807
H114 1.411113 14.261178 6.626530
C46 6.602475 23.940472 0.196517
F1 5.672314 24.425847 1.056542
F2 7.431108 23.039889 0.747065
F3 5.927732 23.437737 -0.817247
S1 7.777235 25.413209 -0.353662
O14 9.020105 25.352367 0.375070
O15 7.798611 25.133164 -1.758964
N8 6.846079 27.049642 -0.309529
S2 7.082028 27.377976 1.294668
O16 6.108199 28.428084 1.740961
O17 7.068613 26.244989 2.165194
C47 8.901539 28.193683 1.264386
F4 9.316038 28.483580 -0.007846
F5 8.974698 29.350686 1.934517
F6 9.774799 27.374029 1.763113
C48 -0.927515 17.466378 5.343532
F7 -0.918903 17.503179 4.028025
F8 -0.904850 16.206014 5.714294
F9 0.142784 18.115502 5.899694
S3 -2.525151 18.236675 6.150186
O18 -2.273044 18.009274 7.541879
O19 -2.373412 19.622442 5.678718
N9 -4.042793 17.452875 5.585302
S4 -5.074045 18.590522 5.257854
O20 -5.162596 19.740708 6.155575
O21 -5.167750 18.847017 3.816015
C49 -6.793210 17.634074 5.676896
F10 -6.702912 17.253667 6.954453
F11 -7.711995 18.474497 5.536913
F12 -6.873952 16.651322 4.871655
C50 7.106604 14.946288 7.437404
F13 8.415147 14.481620 7.304313
F14 7.085456 15.973306 8.256582
F15 6.442832 15.147359 6.336039
S5 6.077554 13.431762 8.253373
O22 5.774699 13.948141 9.557652
O23 4.900888 13.197962 7.402134
N10 7.161612 12.167045 8.603017
S6 7.025690 11.453380 7.144614
O24 5.839926 10.534213 7.057523
O25 7.253333 12.281953 5.925201
C51 8.672695 10.325607 7.273981
F16 8.959476 9.747201 6.113601
F17 9.786586 10.970145 7.739614
F18 8.332331 9.335528 8.150203
C52 7.155787 14.127728 1.448810
F19 6.308785 15.064828 1.822004
F20 7.518165 13.371428 2.489222
F21 6.777200 13.330052 0.394822
S7 8.805346 14.993003 0.954814
O26 8.381979 15.982497 0.005269
O27 9.405257 15.488649 2.199715
N11 9.660509 13.701958 0.270013
S8 11.070258 14.429444 -0.152391
O28 11.096741 15.783478 -0.516461
O29 12.233385 14.010912 0.675130
C53 11.325305 13.405988 -1.867714
F22 10.419243 13.846251 -2.758556
F23 12.479547 13.563133 -2.384045
F24 11.082860 12.137521 -1.567536
C54 3.104160 23.798509 -2.792368
F25 2.698164 23.073919 -3.755818
F26 2.132932 24.523085 -2.380722
F27 3.489719 22.987836 -1.898729
S9 4.641894 24.851841 -3.498782
O30 5.073010 25.872614 -2.524085
O31 5.538038 23.841782 -3.954632
O32 4.062867 25.626961 -4.506947

Cartesian forces (eV/Å) of the 6 atoms listed first:
0.2864 0.6077 0.2308
1.8043 0.9151 2.1582
-0.0183 -1.1384 0.4752
-1.9141 1.7148 -0.4608
0.2619 -0.6558 -1.2548
-0.4322 0.7005 -1.0856

Record 2
DFT (ωB97M-V with the def2-TZVPD basis set) results for C4H7NO in the gas phase.

Its LUMO energy is 0.924 eV. The calculation puts the energy above the lowest of the compared OMol25 structures with the same formula, charge and spin at 347.52 kJ/mol. The frontier orbital gap comes out at 9.2 eV. As for the multiplicity: 1. As for the net charge: 0.

Atoms and positions in Å:
O1 -2.723575 -0.694568 0.151433
N1 -1.655725 -0.894171 -0.509601
C1 -0.495654 -0.403091 -0.197708
C2 -0.219948 0.535213 0.931728
C3 1.180296 0.783076 0.303118
C4 0.921925 -0.353164 -0.737673
H1 -1.794886 -1.486481 -1.337112
H2 -0.900340 1.390180 0.994374
H3 -0.195500 0.048416 1.913527
H4 1.270046 1.771108 -0.158227
H5 2.038026 0.637719 0.967731
H6 1.060698 -0.080751 -1.788940
H7 1.514638 -1.253488 -0.532651

Cartesian forces (eV/Å) of the 6 atoms listed first:
-0.3112 0.1107 0.2856
0.6890 0.0475 -0.1635
-0.4940 -0.0580 0.0670
-0.0400 0.0697 0.1261
0.1429 0.1186 0.0096
0.0405 -0.1089 -0.1603

Record 3
DFT (ωB97M-V with the def2-TZVPD basis set) results for C40H39GeN7OPTc as an isolated structure.

Its LUMO energy (spin up / spin down) is -2.357 / -2.717 eV. As for the expectation value of S²: 3.901. The frontier orbital gap (spin up / spin down) comes out at 7.0 / 8.1 eV. As for the multiplicity: 4. As for the net charge: +1.

Atoms and positions in Å:
Tc1 -1.364908 0.642297 1.347624
C1 -1.972650 -0.833746 4.925029
C2 -2.891310 0.027291 4.106509
N1 -4.170442 0.109663 4.518252
O1 -2.544751 0.639618 3.085238
H1 -2.470319 -1.741469 5.259052
H2 -1.655138 -0.282948 5.809853
H3 -1.092132 -1.099977 4.341770
H4 -4.475275 -0.272684 5.394185
H5 -4.811960 0.707379 4.018439
C3 0.380060 0.657096 2.222513
Ge1 2.190682 0.428383 1.495959
C4 2.222031 -1.493121 1.002651
C5 3.271398 -2.016675 0.259394
C6 3.374070 -3.379867 0.048981
C7 2.433593 -4.235994 0.597236
C8 1.362816 -3.722024 1.311465
C9 1.254679 -2.356813 1.500335
C10 2.675679 1.551840 -0.069582
C11 2.272662 1.217280 -1.354748
C12 2.664472 1.981085 -2.440238
C13 3.457998 3.102307 -2.251701
C14 3.867353 3.445310 -0.974035
C15 3.480602 2.669502 0.105513
C16 3.537353 0.709145 2.947644
C17 3.201623 1.290026 4.164236
C18 4.139907 1.434502 5.172334
C19 5.439743 1.001314 4.975276
C20 5.794534 0.433423 3.761577
C21 4.849878 0.291483 2.759852
H6 0.410054 0.758018 3.311302
H7 4.003831 -1.341947 -0.165790
H8 4.193530 -3.776794 -0.534074
H9 2.547108 -5.301558 0.473565
H10 0.625865 -4.390739 1.732596
H11 0.398608 -1.937866 2.025107
H12 1.654728 0.349527 -1.505328
H13 2.367643 1.687224 -3.440482
H14 3.772303 3.689687 -3.103105
H15 4.500026 4.307414 -0.821829
H16 3.820323 2.924577 1.101165
H17 2.189548 1.639656 4.323639
H18 3.854916 1.881478 6.115844
H19 6.175524 1.107397 5.759966
H20 6.808638 0.095408 3.601548
H21 5.131142 -0.153148 1.814563
N2 -3.188387 4.761087 -1.464627
N3 -2.698175 4.090308 -0.407559
N4 -2.286568 4.699330 0.673368
C22 -1.969366 3.698625 1.469472
N5 -2.187433 2.516752 0.868305
N6 -2.655711 2.786418 -0.332069
H22 -2.730972 5.659401 -1.583489
H23 -3.242873 4.178722 -2.300689
H24 -1.603858 3.821073 2.466732
N7 -0.705612 0.132623 -0.366175
P1 -1.335066 -0.539773 -1.639917
C23 -2.287871 -2.027765 -1.177240
C24 -2.262725 -3.196232 -1.927208
C25 -2.902149 -4.327353 -1.451947
C26 -3.542162 -4.305957 -0.224121
C27 -3.570167 -3.142285 0.529360
C28 -2.945925 -2.009605 0.046569
C29 -0.184188 -1.160354 -2.911663
C30 0.996772 -1.774179 -2.509744
C31 1.861294 -2.293077 -3.457768
C32 1.524004 -2.249154 -4.800337
C33 0.320426 -1.691698 -5.200232
C34 -0.531019 -1.135958 -4.259447
C35 -2.484220 0.592559 -2.501380
C36 -1.928824 1.700041 -3.135197
C37 -2.751362 2.627144 -3.750734
C38 -4.132151 2.471184 -3.701204
C39 -4.683978 1.393097 -3.029069
C40 -3.864217 0.450995 -2.432302
H25 -1.746632 -3.222902 -2.874572
H26 -2.898181 -5.229201 -2.044481
H27 -4.024062 -5.197698 0.145014
H28 -4.085293 -3.119107 1.479875
H29 -2.951640 -1.080189 0.620429
H30 1.228425 -1.847317 -1.457467
H31 2.796832 -2.738497 -3.156430
H32 2.194957 -2.656000 -5.541301
H33 0.052580 -1.696509 -6.246948
H34 -1.468488 -0.695118 -4.571187
H35 -0.852233 1.813237 -3.149890
H36 -2.317789 3.451167 -4.302001
H37 -4.778535 3.179217 -4.197179
H38 -5.755786 1.277234 -2.988188
H39 -4.297707 -0.406243 -1.934667

Cartesian forces (eV/Å) of the 6 atoms listed first:
3.5615 -1.0902 0.8429
0.1558 0.0459 -0.2141
-0.6306 -0.3255 0.4441
0.4221 0.2350 -0.2825
-0.3218 0.1748 0.3724
-0.0879 0.0014 -0.0126

Max |F|
In order: 6.53 0.71 3.82
Unit: eV Å⁻¹
DFT total energy
In order: -310609.9266 -7796.0426 -122585.9806
Unit: eV